# 1
2 unconnected molecules or ions with the total composition C27H31FN2O5S in a non-equilibrium geometry. Source: the Open Molecules 2025 dataset; level of theory: ωB97M-V with the def2-TZVPD basis set.

Structure (XYZ):
```
67
Properties=species:S:1:pos:R:3:forces:R:3
C -0.55233 0.66859 -3.94920 0.28 0.90 -0.35
N -0.77407 -0.75874 -3.82361 0.19 -0.70 0.07
C -1.12871 -1.44684 -2.71485 -0.53 -0.71 -1.93
C -1.57276 -0.73602 -1.49991 -1.86 0.69 3.78
C -0.83007 0.42897 -1.03087 0.33 -0.67 -0.34
C -1.50285 1.32689 -0.26711 -0.24 -0.09 -0.18
C -1.23480 2.74627 -0.19688 0.38 1.04 0.40
C -2.24442 3.59300 0.32450 0.50 -0.41 -0.12
C -2.07937 4.97217 0.34510 0.26 0.16 -0.16
C -0.89547 5.54975 -0.14643 -0.11 -0.55 0.05
C 0.11703 4.72157 -0.65937 -0.35 -0.17 0.03
C -0.05584 3.33450 -0.70648 -0.23 0.16 0.06
O -2.63690 -1.04822 -0.90725 1.71 -0.02 -1.82
N -1.32442 -2.73892 -3.10967 0.36 0.79 -0.04
C -1.76915 -3.87151 -2.25227 -0.23 -0.29 0.51
C -1.61727 -5.17672 -3.01024 0.20 -0.36 -0.19
C -3.23601 -3.70093 -1.89371 -0.48 0.01 0.10
C -0.91087 -3.86942 -0.99824 0.22 -0.12 0.13
C -1.01317 -2.84793 -4.44894 -0.15 -0.08 0.30
C -0.67644 -1.61961 -4.89820 -0.15 0.31 0.46
H -0.59559 0.89415 -5.01960 0.01 0.01 0.24
H -1.32099 1.25456 -3.43344 0.20 -0.31 -0.08
H 0.43546 0.95526 -3.56835 -0.29 -0.14 -0.02
H 0.23133 0.51936 -1.26447 -0.20 0.46 -0.31
H -2.42082 1.01021 0.24023 0.09 0.03 -0.58
H -3.15450 3.12338 0.70089 0.18 0.24 -0.03
H -2.87487 5.60287 0.74368 0.25 -0.14 -0.11
H -0.76754 6.63521 -0.13189 -0.03 -0.40 0.02
H 1.04041 5.16073 -1.04026 -0.26 -0.11 0.12
H 0.71918 2.68609 -1.12706 -0.18 0.27 0.26
H -0.58421 -5.36266 -3.32287 -0.11 0.01 0.01
H -1.91332 -5.99757 -2.34637 0.08 0.25 -0.12
H -2.28059 -5.21815 -3.88124 0.11 -0.01 0.10
H -3.39218 -2.79786 -1.30030 -0.06 -0.34 -0.25
H -3.84529 -3.65721 -2.80215 -0.01 0.00 0.09
H -3.55721 -4.56981 -1.30719 0.08 0.12 -0.15
H -1.11315 -2.98340 -0.39139 0.14 -0.20 0.00
H -1.15661 -4.75761 -0.40609 0.08 0.21 -0.05
H 0.15164 -3.90706 -1.26408 -0.13 0.01 0.16
H -1.06021 -3.78164 -4.98726 0.02 0.18 0.19
H -0.41203 -1.28459 -5.88670 0.05 0.04 0.12
C 3.90287 4.40707 0.92232 0.37 0.19 0.08
C 3.46163 3.15517 0.21025 -0.40 -0.26 0.63
O 2.78152 2.36006 1.21372 0.39 0.99 -1.45
C 2.21314 1.23761 0.70946 -0.51 -1.49 2.80
C 1.73633 0.42323 1.81777 0.36 2.76 -0.01
F 1.66618 -0.88655 1.54715 -0.24 -1.97 -0.14
S 2.34840 0.79598 3.51535 -0.80 -0.52 -2.26
C 1.53134 -0.45517 4.50726 0.03 -0.24 0.04
C 0.17413 -0.34568 4.81793 0.08 -0.34 0.05
C -0.46383 -1.41643 5.45709 0.20 0.20 -0.09
C 0.25572 -2.56242 5.80802 0.20 0.17 -0.19
C 1.62989 -2.61860 5.56158 -0.04 0.21 0.00
C 2.27635 -1.55704 4.92306 -0.32 -0.14 0.02
O 3.76452 0.50136 3.56363 0.16 0.24 0.67
O 1.81432 2.07111 3.93352 0.38 -0.04 0.19
O 2.13443 0.99587 -0.49886 0.06 -0.03 -0.35
H 4.25152 5.14723 0.19877 0.04 0.02 0.01
H 3.08034 4.84487 1.50075 0.17 -0.17 -0.12
H 4.73860 4.17481 1.59602 -0.32 0.14 -0.03
H 2.77932 3.36968 -0.62299 0.23 -0.08 0.17
H 4.31198 2.56582 -0.15936 -0.20 0.23 -0.10
H -0.36433 0.56833 4.57022 0.13 -0.27 -0.09
H -1.52962 -1.35280 5.67362 0.24 -0.01 -0.02
H -0.25121 -3.41078 6.26892 0.12 0.25 -0.06
H 2.21494 -3.48807 5.85481 -0.18 0.13 0.00
H 3.35052 -1.57580 4.74950 -0.28 0.00 -0.13
```
Positions in Å, forces in eV/Å.

Net charge   0
Spin multiplicity   1
Orbital gap   0.1466 Eh
E_tot   -2031.06970 hartree
Lowest unoccupied orbital energy   -1.61 eV

=====

# 2
A molecular structure, C3H4InLiO2 in a non-equilibrium geometry. Source: the Open Molecules 2025 dataset; level of theory: ωB97M-V with the def2-TZVPD basis set.

Structure (XYZ):
```
11
Properties=species:S:1:pos:R:3:forces:R:3
O -1.51377 -2.07603 -0.52906 -0.13 2.41 4.55
Li 0.52245 -1.88510 -1.32161 -0.22 0.31 -0.01
C -1.52754 -1.14992 0.34610 0.68 -2.90 -7.25
O -1.07173 0.03419 -0.00169 -1.28 0.49 2.32
C 0.22647 0.17855 -0.71564 0.39 -2.43 -2.06
C 1.13164 0.94141 0.14854 -0.97 1.65 2.92
H -0.01873 0.62653 -1.69152 -0.11 0.30 0.58
H 2.18391 0.67389 -0.02631 -0.32 -0.41 0.96
H 1.13999 2.03242 -0.02686 -0.35 -0.14 0.42
In -1.65010 -0.18919 2.40278 -0.19 0.43 0.99
H 0.57741 0.81325 1.41528 2.51 0.29 -3.42
```
Positions in Å, forces in eV/Å.

Net charge   +1
Spin multiplicity   2
Orbital gap (alpha / beta)   0.2295 / 0.1436 Eh
E_tot   -464.44259 hartree
<S²>   0.76
Relative energy (zero: lowest compared OMol25 entry of this formula, charge and spin)   252.3 kJ/mol
Lowest unoccupied orbital energy (alpha / beta)   -5.18 / -7.49 eV

=====

# 3
CH3BrOS in the gas phase in a non-equilibrium geometry. Source: the Open Molecules 2025 dataset; level of theory: ωB97M-V with the def2-TZVPD basis set.

Structure (XYZ):
```
7
Properties=species:S:1:pos:R:3:forces:R:3
C -0.93716 0.19767 0.06661 2.93 -1.13 4.03
O 1.15669 -1.68155 -0.67084 0.38 -1.64 -1.64
S 0.93446 -0.73658 0.36486 -2.69 1.87 0.97
Br 2.33190 0.99605 -0.00663 -0.19 0.26 -0.07
H -1.58334 -0.28843 0.86480 0.85 0.88 -1.15
H -1.32699 0.32268 -0.85614 -1.14 -0.94 -3.34
H -0.57555 1.19017 0.23734 -0.15 0.70 1.20
```
Positions in Å, forces in eV/Å.

Net charge   0
Spin multiplicity   1
Orbital gap   0.3399 Eh
E_tot   -3087.27869 hartree
Relative energy (zero: lowest compared OMol25 entry of this formula, charge and spin)   90.3 kJ/mol
Lowest unoccupied orbital energy   -0.34 eV

=====

# 4
C3H6N2OS in the gas phase in a non-equilibrium geometry. Source: the Open Molecules 2025 dataset; level of theory: ωB97M-V with the def2-TZVPD basis set.

Structure (XYZ):
```
13
Properties=species:S:1:pos:R:3:forces:R:3
C 0.33699 -0.75978 -0.21394 -1.26 3.09 -2.33
C -0.17622 -0.78445 1.25001 4.29 -2.29 -1.23
C 0.69166 0.90598 -0.56074 0.89 -0.35 2.15
H -0.47728 -0.56837 -2.21836 0.57 -0.57 1.57
H -1.51232 -0.23918 -1.08871 -0.68 0.50 0.90
H 1.02435 -1.56071 -0.46708 0.61 0.54 0.21
H 0.74768 -1.03966 1.88694 -1.24 0.17 -0.75
H -0.90972 -1.54953 1.40230 -0.64 -0.16 0.08
H 0.31726 2.58441 0.57342 -0.58 1.58 -0.08
N -0.73000 -0.83523 -1.23445 -0.29 -1.32 -1.31
N 0.48535 1.63156 0.72408 1.46 -3.35 -2.69
O 0.91280 1.44857 -1.61712 -0.14 -1.02 1.36
S -0.71055 0.76638 1.56364 -2.98 3.18 2.11
```
Positions in Å, forces in eV/Å.

Net charge   0
Spin multiplicity   1
Orbital gap   0.3346 Eh
E_tot   -700.79334 hartree
Relative energy (zero: lowest compared OMol25 entry of this formula, charge and spin)   251.7 kJ/mol
Lowest unoccupied orbital energy   0.77 eV

=====

# 5
C5H13P in the gas phase. Source: the Open Molecules 2025 dataset; level of theory: ωB97M-V with the def2-TZVPD basis set.

Structure (XYZ):
```
19
Properties=species:S:1:pos:R:3:forces:R:3
C -0.12954 0.21515 2.40168 -0.03 0.39 -0.02
C -0.88439 0.76201 1.19565 -0.33 -0.41 -0.23
C -1.21114 -0.29229 0.10934 -0.04 0.24 0.14
P 0.11361 -1.53593 -0.24000 0.19 -0.20 0.30
C 1.16299 -0.79570 -1.58386 -0.03 0.33 -0.12
C 1.04436 0.72719 -1.74351 0.05 -0.37 -0.06
H 0.93781 0.18155 2.20094 0.12 -0.22 0.06
H -0.28325 0.85923 3.26674 0.05 0.08 0.03
H -0.47381 -0.77821 2.67379 0.02 -0.17 -0.02
H -1.84523 1.15285 1.52761 -0.08 0.15 0.03
H -0.35795 1.60010 0.74750 0.13 0.11 0.08
H -1.57866 0.20612 -0.78675 0.02 0.01 -0.10
H -2.05093 -0.87490 0.48818 -0.03 -0.23 0.00
H -0.65539 -2.43716 -1.01022 -0.10 0.16 -0.10
H 2.19117 -1.03919 -1.33274 0.12 -0.11 0.06
H 0.95475 -1.26751 -2.54116 -0.02 -0.13 -0.04
H 0.21456 0.97338 -2.40079 -0.12 0.15 0.06
H 1.95392 1.12594 -2.18505 0.05 0.09 -0.10
H 0.89714 1.21737 -0.78732 0.03 0.14 0.04
```
Positions in Å, forces in eV/Å.

Net charge   0
Spin multiplicity   1
Orbital gap   0.3491 Eh
E_tot   -539.63081 hartree
Relative energy (zero: lowest compared OMol25 entry of this formula, charge and spin)   0.0 kJ/mol
Lowest unoccupied orbital energy   1.05 eV

=====

# 6
C5H13NS in the gas phase in a non-equilibrium geometry. Source: the Open Molecules 2025 dataset; level of theory: ωB97M-V with the def2-TZVPD basis set.

Structure (XYZ):
```
20
Properties=species:S:1:pos:R:3:forces:R:3
C 1.88985 -2.14651 0.57302 -0.83 0.81 0.20
N 2.20539 -0.73745 0.23796 1.43 -1.30 -0.32
C 1.20533 0.00648 -0.51144 -1.88 -0.06 1.88
C -0.09544 -0.00221 0.37078 0.17 0.86 -1.04
C -0.87234 1.32822 0.07584 0.52 -2.07 0.75
S -2.60278 1.18355 0.59911 0.11 0.12 0.16
C 0.86676 -0.50064 -1.89983 1.33 -1.10 -0.31
H 1.10438 -2.12028 1.33357 -0.02 -0.41 -0.18
H 1.57549 -2.72720 -0.30144 -0.15 -0.14 0.18
H 2.75304 -2.63741 1.01585 0.15 0.19 -0.03
H 3.06084 -0.88074 -0.29621 -0.01 0.91 -0.18
H 1.49791 1.05829 -0.49014 0.40 -0.07 -0.43
H -0.65292 -0.90912 0.14885 -0.35 0.05 -0.01
H 0.12800 0.02406 1.43638 0.26 -0.23 0.02
H -0.29245 2.01301 0.68744 -0.39 0.82 -0.43
H -0.84359 1.51092 -0.99128 -0.07 0.46 -0.04
H -2.31431 0.44967 1.69250 -0.16 0.14 -0.13
H 1.73332 -0.28409 -2.53498 -0.47 0.33 -0.42
H 0.86603 -1.59605 -1.89288 -0.11 -0.02 0.26
H -0.09348 -0.26469 -2.34857 0.08 0.70 0.07
```
Positions in Å, forces in eV/Å.

Net charge   0
Spin multiplicity   1
Orbital gap   0.3652 Eh
E_tot   -651.21411 hartree
Relative energy (zero: lowest compared OMol25 entry of this formula, charge and spin)   78.4 kJ/mol
Lowest unoccupied orbital energy   1.00 eV